1.
The following is a DFT calculation (wB97M-V/def2-TZVPD) of a cluster of 2 separate species, C3H10N2 in total in a non-equilibrium geometry.

```
15
Properties=species:S:1:pos:R:3
C -2.2496 2.0611 -3.4535
C -1.5401 2.9978 -2.6947
H -1.8428 0.9369 -3.3383
H -3.2369 2.3049 -3.8569
H -0.7189 2.6683 -1.9702
H -1.5109 4.0265 -3.1006
N 0.7331 -2.6149 2.4587
C 1.2551 -1.6661 1.4408
N 2.1413 -0.7858 2.0337
H 0.6669 -2.1711 3.4381
H -0.1461 -3.1491 2.1891
H 1.7784 -2.0201 0.5369
H 0.3444 -1.1987 1.0768
H 1.5604 -0.1345 2.5812
H 2.7658 -1.2551 2.6591
```

Output
Energy above the lowest of the compared OMol25 structures with the same formula, charge and spin, eV: 2.774
E_tot, a.u.: -229.707325
SMILES string: C=C.NCN
F_max, eV/A: 4.22

Atom-resolved charges from Löwdin, all expressed in e:
1 C -0.101
2 C -0.107
3 H 0.082
4 H 0.031
5 H 0.057
6 H 0.038
7 N -0.055
8 C -0.436
9 N -0.023
10 H 0.089
11 H 0.077
12 H 0.108
13 H 0.096
14 H 0.080
15 H 0.064

2.
The following is a DFT calculation (wB97M-V/def2-TZVPD) of an isolated molecule of C4H6N2 in a non-equilibrium geometry.

```
12
Properties=species:S:1:pos:R:3
H -2.1072 -1.5869 -1.1579
N -1.1150 -1.4074 -1.3174
C -0.7801 -0.2795 -0.8531
C 0.5907 0.2586 -1.1903
N 1.3701 0.8571 -0.1104
C 0.9398 0.6337 1.0156
C 0.4309 0.3075 2.1797
H -1.4551 0.3973 -0.3012
H 1.1783 -0.5566 -1.6226
H 0.4399 1.0163 -1.9649
H 0.7340 -0.6334 2.6237
H -0.2262 0.9933 2.6990
```

Output
Energy above the lowest of the compared OMol25 structures with the same formula, charge and spin, eV: 2.319
E_tot, a.u.: -265.450334
SMILES string: [H]/N=C/CN=C=C
F_max, eV/A: 1.08

Atom-resolved charges from Löwdin, all expressed in e:
1 H 0.049
2 N 0.095
3 C -0.263
4 C -0.210
5 N 0.075
6 C -0.218
7 C 0.008
8 H 0.118
9 H 0.117
10 H 0.114
11 H 0.059
12 H 0.055

3.
The following is a DFT calculation (wB97M-V/def2-TZVPD) of a cluster of 8 separate species, C66H74F7N5PS2 in total in a non-equilibrium geometry.

```
155
Properties=species:S:1:pos:R:3
C 4.7405 -3.5270 1.2567
C 6.2055 -2.8559 1.3575
C 6.2360 -1.5097 2.2593
C 5.1892 -0.3884 1.8061
N 5.4582 0.2718 0.4954
C 4.5430 -0.1553 -0.5906
C 3.1548 0.6843 -0.3650
C 1.8325 -0.1930 -0.6176
C 0.8787 0.5427 -1.6973
C -0.6792 0.3453 -1.4457
C -1.6622 1.5623 -1.2739
C -3.1793 1.2033 -1.0342
C -4.2388 2.4065 -0.8103
C -4.7031 2.2532 0.7359
C -3.7029 2.3665 1.9232
C -4.1838 2.1662 3.3748
C -5.6748 1.8320 3.6717
C -6.6853 1.7447 2.4979
C -6.1920 1.9478 1.0283
C -7.3247 1.8096 -0.1204
N -3.5286 -0.1834 -1.0282
N -4.9113 -0.4258 -0.8525
N -2.7750 -1.2707 -1.1593
C -1.3927 -1.0715 -1.3428
P -0.3095 -2.6498 -1.4727
N 0.1663 -2.9462 0.0513
C 6.8629 0.2911 0.1124
S 7.5854 -0.4897 -1.1764
S 7.9740 1.3546 1.1904
C 9.2094 2.0905 0.0134
C 10.2749 2.9781 0.8275
C 10.0506 4.5664 0.6303
H 4.1418 -3.3172 2.2033
H 4.9168 -4.6693 1.2065
H 4.2188 -3.2422 0.2845
H 6.8544 -3.6169 1.9413
H 6.7060 -2.7396 0.3406
H 7.3101 -1.1138 2.4240
H 5.8982 -1.8558 3.3124
H 4.1620 -0.9027 1.7245
H 5.0926 0.3740 2.6605
H 4.8828 0.1052 -1.6446
H 4.2598 -1.2628 -0.5726
H 3.1807 1.5439 -1.1414
H 3.1506 1.2028 0.6568
H 2.0971 -1.2351 -1.0104
H 1.2491 -0.2365 0.3793
H 1.1546 1.6531 -1.8582
H 1.1075 0.0403 -2.7166
H -1.2957 2.6463 -1.3217
H -3.6953 3.4146 -0.9631
H -5.1162 2.3450 -1.5382
H -2.6131 2.5993 1.6924
H -3.4391 2.2241 4.2347
H -5.9997 1.6540 4.7572
H -7.7738 1.4951 2.7366
H -6.9041 1.2656 -1.0304
H -7.6448 2.8590 -0.4501
H -8.2494 1.2473 0.2795
H -5.1299 -1.0893 -1.6250
H -5.0000 -0.9276 0.0567
H 0.8109 -2.4570 -2.3526
H -1.1077 -3.8020 -1.8425
H -0.2000 -3.8754 0.3456
H 9.7886 1.2403 -0.4884
H 8.6016 2.6992 -0.7580
H 11.3090 2.7440 0.3746
H 10.3613 2.6708 1.9383
H 10.9292 5.0318 0.0400
H 10.0473 5.0989 1.6452
H 9.0822 4.8018 0.0457
F -10.2778 0.6096 1.5115
C -10.2871 -0.7350 1.4812
C -10.8537 -1.3870 0.3973
C -10.8591 -2.7780 0.3632
C -10.3070 -3.5001 1.4191
C -9.7451 -2.8341 2.5047
C -9.7298 -1.4434 2.5340
H -11.2858 -0.8080 -0.4108
H -11.2928 -3.2990 -0.4833
H -10.3155 -4.5852 1.3939
H -9.3195 -3.3980 3.3279
H -9.2888 -0.9084 3.3672
F 13.1865 -1.9824 1.3376
C 12.4358 -2.5478 0.3797
C 12.8769 -3.7099 -0.2339
C 12.0961 -4.2986 -1.2234
C 10.8883 -3.7125 -1.5952
C 10.4581 -2.5427 -0.9753
C 11.2330 -1.9596 0.0216
H 13.8233 -4.1468 0.0629
H 12.4281 -5.2123 -1.7047
H 10.2817 -4.1700 -2.3704
H 9.5196 -2.0839 -1.2677
H 10.9088 -1.0536 0.5211
F 5.3973 0.2821 4.9580
C 5.1551 1.5328 5.3865
C 5.9445 2.5744 4.9242
C 5.6911 3.8701 5.3628
C 4.6583 4.1074 6.2668
C 3.8754 3.0526 6.7279
C 4.1211 1.7582 6.2812
H 6.7492 2.3690 4.2269
H 6.2977 4.6938 5.0015
H 4.4642 5.1179 6.6119
H 3.0741 3.2386 7.4351
H 3.5161 0.9264 6.6227
F -12.5154 -4.6840 -1.7919
C -11.7326 -5.6329 -2.3327
C -10.3544 -5.4843 -2.2918
C -9.5445 -6.4695 -2.8475
C -10.1219 -7.5862 -3.4469
C -11.5067 -7.7220 -3.4863
C -12.3171 -6.7428 -2.9213
H -9.9231 -4.6045 -1.8285
H -8.4651 -6.3673 -2.8143
H -9.4894 -8.3522 -3.8841
H -11.9548 -8.5904 -3.9572
H -13.3966 -6.8366 -2.9352
F -8.1230 6.5258 -2.9966
C -9.3061 6.1569 -2.4793
C -9.3508 5.6054 -1.2086
C -10.5764 5.2276 -0.6698
C -11.7424 5.3959 -1.4128
C -11.6848 5.9464 -2.6902
C -10.4606 6.3345 -3.2249
H -8.4318 5.4746 -0.6486
H -10.6233 4.8021 0.3270
H -12.6978 5.0970 -0.9938
H -12.5933 6.0732 -3.2692
H -10.3982 6.7728 -4.2140
F 6.9323 7.2866 3.4480
C 6.1858 6.7231 2.4860
C 6.6333 5.5662 1.8675
C 5.8573 4.9788 0.8740
C 4.6475 5.5612 0.5029
C 4.2106 6.7261 1.1275
C 4.9810 7.3078 2.1288
H 7.5811 5.1319 2.1639
H 6.1946 4.0684 0.3890
H 4.0445 5.1044 -0.2757
H 3.2702 7.1808 0.8345
H 4.6524 8.2096 2.6320
F -0.7646 -3.3556 -4.4527
C 0.0425 -4.3666 -4.8314
C -0.1267 -5.6207 -4.2658
C 0.7033 -6.6652 -4.6603
C 1.6991 -6.4405 -5.6074
C 1.8626 -5.1755 -6.1648
C 1.0261 -4.1333 -5.7790
H -0.9021 -5.7748 -3.5240
H 0.5749 -7.6524 -4.2300
H 2.3489 -7.2547 -5.9113
H 2.6413 -5.0013 -6.8994
H 1.1333 -3.1442 -6.2090
```

Output
Energy above the lowest of the compared OMol25 structures with the same formula, charge and spin, eV: 10.155
E_tot, a.u.: -4669.209331
Total charge: +1
F_max, eV/A: 4.79

Results of the Löwdin charge analysis, in e, for atoms 1 through 99:
1 C -0.126
2 C -0.240
3 C -0.194
4 C -0.184
5 N -0.199
6 C -0.204
7 C -0.155
8 C -0.202
9 C -0.173
10 C -0.065
11 C 0.112
12 C -0.037
13 C -0.077
14 C -0.155
15 C -0.031
16 C -0.064
17 C -0.051
18 C -0.015
19 C -0.159
20 C -0.071
21 N -0.181
22 N 0.117
23 N 0.110
24 C -0.215
25 P 0.775
26 N -0.322
27 C -0.954
28 S 0.691
29 S 0.794
30 C -0.505
31 C -0.291
32 C -0.128
33 H 0.079
34 H 0.081
35 H 0.052
36 H 0.111
37 H 0.070
38 H 0.096
39 H 0.118
40 H 0.128
41 H 0.111
42 H 0.105
43 H 0.100
44 H 0.106
45 H 0.120
46 H 0.075
47 H 0.122
48 H 0.123
49 H 0.129
50 H 0.129
51 H 0.132
52 H 0.115
53 H 0.092
54 H 0.092
55 H 0.098
56 H 0.092
57 H 0.052
58 H 0.079
59 H 0.073
60 H 0.128
61 H 0.137
62 H 0.020
63 H 0.023
64 H -0.027
65 H 0.054
66 H 0.088
67 H 0.109
68 H 0.105
69 H 0.081
70 H 0.071
71 H 0.070
72 F 0.041
73 C -0.297
74 C -0.010
75 C -0.076
76 C -0.086
77 C -0.080
78 C -0.024
79 H 0.120
80 H 0.077
81 H 0.106
82 H 0.107
83 H 0.112
84 F 0.063
85 C -0.287
86 C -0.018
87 C -0.083
88 C -0.095
89 C -0.096
90 C -0.012
91 H 0.117
92 H 0.105
93 H 0.100
94 H 0.009
95 H 0.109
96 F 0.046
97 C -0.290
98 C -0.012
99 C -0.073

4.
The following is a DFT calculation (wB97M-V/def2-TZVPD) of a structure of composition C8H13N3S in a non-equilibrium geometry.

```
25
Properties=species:S:1:pos:R:3
C -2.0445 -0.1596 -0.1025
C 0.6566 1.0302 -0.1757
C 1.7283 -0.4382 1.8091
C -1.3670 -2.1774 0.3799
C 1.0983 -1.7317 -0.2092
C -0.9635 -0.4268 -1.2126
C -0.3594 -1.7942 -0.6899
C 0.4287 3.7175 -0.0001
N -2.1169 -1.0780 0.7448
N -0.1479 0.7145 -1.1214
N 1.2371 -0.6345 0.6493
S 1.5431 2.2997 0.3029
H -2.4578 0.7236 0.0423
H 2.2562 -1.0059 2.4681
H 1.7032 0.5172 2.2763
H -2.0587 -3.0094 0.2878
H -0.7838 -2.6493 1.2210
H 1.4897 -2.6591 0.2318
H 1.6906 -1.5252 -1.1825
H -1.2788 -0.6151 -2.2022
H -0.3802 -2.5510 -1.3734
H -0.2768 3.9523 0.8906
H -0.2910 3.5996 -0.7876
H 1.0102 4.6049 -0.3181
H -0.3158 1.2960 -1.9287
```

Output
Energy above the lowest of the compared OMol25 structures with the same formula, charge and spin, eV: 2.165
E_tot, a.u.: -874.277413
Total charge: +2
F_max, eV/A: 4.99

Atom-resolved charges from Löwdin, all expressed in e:
1 C -0.028
2 C -0.371
3 C 0.190
4 C -0.188
5 C -0.098
6 C -0.142
7 C -0.172
8 C -0.266
9 N 0.111
10 N 0.104
11 N 0.038
12 S 1.149
13 H 0.086
14 H 0.113
15 H 0.088
16 H 0.151
17 H 0.147
18 H 0.169
19 H 0.191
20 H 0.161
21 H 0.124
22 H 0.118
23 H 0.042
24 H 0.084
25 H 0.201

5.
The following is a DFT calculation (wB97M-V/def2-TZVPD) of an isolated molecule of C5H13NO in a non-equilibrium geometry.

```
20
Properties=species:S:1:pos:R:3
C -0.2164 0.7771 2.3488
N 0.8028 0.4594 1.3869
C 0.7109 -0.9330 0.9077
C -0.0657 -1.1276 -0.4075
C 0.4913 -0.3954 -1.6103
C -0.5547 0.5411 -2.2483
O -0.8915 1.5685 -1.3239
H -1.2358 0.5048 2.0504
H -0.0932 0.3701 3.3769
H -0.3107 1.8496 2.5162
H 1.6793 0.6853 1.8394
H 0.1181 -1.4377 1.6834
H 1.7091 -1.3596 0.8041
H -1.0985 -0.8630 -0.2134
H -0.0273 -2.2226 -0.5092
H 1.3953 0.1788 -1.3998
H 0.8900 -1.0615 -2.3824
H -1.4697 0.1100 -2.6688
H -0.0458 0.9647 -3.1291
H -1.7875 1.3908 -1.0211
```

Output
Energy above the lowest of the compared OMol25 structures with the same formula, charge and spin, eV: 1.648
E_tot, a.u.: -328.258283
SMILES string: CNCCCCO
F_max, eV/A: 1.61

Atom-resolved charges from Löwdin, all expressed in e:
1 C -0.174
2 N -0.120
3 C -0.238
4 C -0.202
5 C -0.191
6 C -0.271
7 O -0.072
8 H 0.076
9 H 0.079
10 H 0.070
11 H 0.100
12 H 0.102
13 H 0.114
14 H 0.097
15 H 0.110
16 H 0.112
17 H 0.106
18 H 0.116
19 H 0.108
20 H 0.079

6.
The following is a DFT calculation (wB97M-V/def2-TZVPD) of a structure of composition C30H29BrClN3O6SV in a non-equilibrium geometry.

```
72
Properties=species:S:1:pos:R:3
V 0.8266 -0.8058 -0.0972
C -4.1941 3.8755 -3.6579
C -3.6193 2.6667 -2.9380
C -3.8223 2.3731 -1.5901
C -3.4258 1.1474 -1.0507
C -2.7458 0.2139 -1.8212
C -2.4409 0.5098 -3.1575
C -2.8647 1.7358 -3.7243
S -2.3352 -1.3319 -1.1837
O -0.8498 -1.2248 -1.3745
O -2.9022 -2.3316 -2.0526
N -2.7522 -1.3648 0.2772
C -2.4459 -2.4168 1.2613
C -1.0410 -2.2576 1.9522
O -0.8396 -2.8370 3.0342
O -0.2308 -1.4850 1.3261
H -4.6173 4.6153 -2.9675
H -4.9916 3.4974 -4.3345
H -3.4667 4.3998 -4.2798
H -4.2410 3.0981 -0.9624
H -3.6334 0.9416 -0.0259
H -2.0378 -0.2825 -3.8031
H -2.5582 2.0882 -4.7155
H -2.5938 -3.4257 0.8021
H -3.2276 -2.2691 2.0309
Cl 7.8994 -1.4173 -0.8066
C 6.2840 -1.1160 -0.4080
C 5.9849 -0.6362 0.9068
C 4.7012 -0.5086 1.3991
C 3.6660 -0.6687 0.4655
O 2.4589 -0.3649 0.9103
C 3.9114 -1.0016 -0.9655
C 2.9407 -0.9863 -1.9607
O 1.6839 -0.6718 -1.7967
C 5.2684 -1.2616 -1.3594
H 6.9007 -0.4176 1.4472
H 4.5339 -0.1262 2.3676
H 3.2542 -1.1734 -2.9771
H 5.5629 -1.5284 -2.3841
C -2.5425 3.0497 3.1585
N -1.4015 2.2210 3.3593
C -0.7231 2.1651 4.6601
C -0.9828 1.2577 2.3207
C -0.2186 1.8727 1.1755
C -0.0925 3.2527 1.2067
C 0.1629 4.0046 0.0724
C 0.5245 3.3035 -1.0508
C 0.7340 1.9149 -1.0137
C 0.3211 1.1620 0.0720
H -2.4251 3.9951 3.6883
H -3.5197 2.5364 3.4635
H -2.7812 3.2428 2.1104
H -1.1781 1.2858 5.2391
H -0.7717 3.1122 5.2423
H 0.3170 1.9887 4.4512
H -1.9193 0.7538 1.9672
H -0.4093 0.4973 2.8295
H -0.2907 3.7281 2.1463
H 0.1567 5.1039 0.0916
H 0.7789 3.7508 -2.0252
H 1.1970 1.4788 -1.8675
Br 2.6027 -7.7211 -0.3745
C 1.8942 -5.9178 -0.2874
C 1.5382 -5.2296 -1.4583
C 1.1608 -3.8864 -1.4409
N 1.1918 -3.1793 -0.2876
C 1.3475 -3.8373 0.8903
C 1.7605 -5.1727 0.9427
H 1.4583 -5.7357 -2.4389
H 0.7846 -3.4109 -2.3509
H 1.2886 -3.2716 1.7996
H 2.0368 -5.5669 1.9222
```

Output
Energy above the lowest of the compared OMol25 structures with the same formula, charge and spin, eV: 0.000
E_tot, a.u.: -6152.748928
<S²>: 2.02
Total charge: -1
Multiplicity: 3
F_max, eV/A: 4.28

Atom-resolved charges from Löwdin, all expressed in e:
1 V 0.952
2 C -0.070
3 C -0.270
4 C -0.039
5 C -0.044
6 C -0.292
7 C -0.041
8 C -0.034
9 S 0.550
10 O -0.424
11 O -0.329
12 N -0.223
13 C -0.159
14 C -0.594
15 O -0.001
16 O -0.181
17 H 0.069
18 H 0.084
19 H 0.067
20 H 0.085
21 H 0.088
22 H 0.118
23 H 0.103
24 H 0.115
25 H 0.106
26 Cl 0.678
27 C -0.720
28 C -0.079
29 C 0.011
30 C -0.253
31 O -0.118
32 C -0.115
33 C -0.116
34 O -0.161
35 C -0.045
36 H 0.095
37 H 0.112
38 H 0.133
39 H 0.116
40 C -0.135
41 N -0.319
42 C -0.087
43 C -0.128
44 C -0.187
45 C -0.074
46 C -0.109
47 C -0.120
48 C -0.122
49 C -0.145
50 H 0.071
51 H 0.086
52 H 0.071
53 H 0.096
54 H 0.076
55 H 0.065
56 H 0.130
57 H 0.107
58 H 0.093
59 H 0.096
60 H 0.094
61 H 0.073
62 Br 0.672
63 C -0.625
64 C -0.117
65 C -0.091
66 N 0.044
67 C -0.083
68 C -0.058
69 H 0.109
70 H 0.128
71 H 0.104
72 H 0.108

Question: Which value of E_tot does entry 5 give?
Answer: -328.258283 a.u.